Entry 1:
DFT (wB97M-V/def2-TZVPD) results for a cluster of 4 separate species, C11H25N3O9P in total in a non-equilibrium geometry.

```
49
Properties=species:S:1:pos:R:3:forces:R:3
P 0.338648 -1.298547 2.926315 2.7 -2.2 -0.8
O 1.323244 2.012799 -0.083627 -0.2 0.5 -0.4
O 3.471838 -2.737978 -3.518377 0.1 0.0 -0.2
O 2.874247 -3.840279 -1.636705 0.1 -0.1 -0.5
O -0.266428 2.313140 -1.662930 -0.2 0.2 -0.2
O 1.108498 3.973497 -0.967158 0.0 0.1 -0.1
O -4.111266 5.262341 1.998746 0.0 0.1 -0.1
O -3.816872 4.458548 0.011284 -0.1 0.1 0.1
O 3.131151 -4.976143 -3.458344 0.0 -0.1 -0.1
O -3.727265 3.045191 1.772940 0.0 0.0 0.1
N 1.199014 -1.686160 4.229929 -0.7 0.3 -0.4
N 0.850993 -2.032346 1.468670 -1.5 1.0 1.9
N -1.104191 -4.837285 2.698654 0.3 1.1 -0.9
C 0.617671 -3.481562 1.470680 -0.9 -0.1 -0.6
C -4.192966 5.066241 3.408653 0.0 0.0 0.4
C 0.922300 0.635786 0.025348 0.0 -0.5 0.1
C 3.445993 -5.022141 -4.845558 0.0 -0.1 -0.2
C 0.451659 4.846593 -1.879870 -0.1 0.2 -0.1
C 0.631720 2.719522 -0.971614 0.5 -0.4 0.6
C -0.842873 -3.906999 1.834932 0.0 -1.0 0.7
C -3.870071 4.141470 1.307620 0.0 0.1 -0.2
C -3.561032 3.346901 -0.850891 0.1 -0.3 -0.3
C 3.187289 -3.745892 -2.926565 -0.2 0.0 0.7
C 2.891690 -2.592040 -0.929415 0.1 0.3 0.5
H -4.389918 6.035888 3.863197 0.0 0.0 -0.3
H 0.918103 5.826445 -1.789510 0.1 -0.1 0.2
H 0.459154 0.114672 2.731373 -0.7 -0.4 -0.2
H 0.574414 4.495752 -2.905542 -0.1 -0.1 0.1
H 2.736712 -4.426710 -5.421986 0.1 0.1 0.0
H -3.249828 4.683383 3.799750 -0.1 -0.1 0.0
H -1.727965 -3.416950 1.349446 1.1 0.1 0.0
H -3.539357 3.720905 -1.873032 0.0 0.2 0.2
H 4.466568 -4.679062 -5.021081 -0.1 0.1 0.0
H -0.606438 4.940682 -1.630368 0.0 -0.1 -0.1
H 1.901260 -2.361824 3.927417 -0.1 0.1 0.1
H 1.326661 -4.083403 2.099540 -0.6 0.3 -0.2
H -0.114324 0.561659 0.350942 0.1 0.0 -0.1
H -1.055072 -1.586582 3.156735 0.3 0.6 -0.1
H 1.066301 0.117833 -0.922836 -0.1 0.1 0.0
H 2.621799 -2.789479 0.104325 -0.1 -0.1 -0.1
H 0.772248 -3.829005 0.404455 -0.2 0.1 0.9
H -2.593011 2.899143 -0.626156 -0.1 -0.1 0.0
H -2.123076 -4.932184 2.783775 0.3 0.0 0.0
H -5.013313 4.391934 3.657068 0.2 -0.1 0.0
H 1.552651 0.163677 0.772604 0.0 0.2 -0.1
H -4.356441 2.605096 -0.769450 0.1 0.0 0.1
H 3.368511 -6.060412 -5.164937 -0.1 0.0 0.2
H 2.160129 -1.902385 -1.348797 0.1 -0.1 0.0
H 3.891242 -2.153729 -0.949648 -0.1 0.0 -0.2
```
Positions in Å, forces in eV/Å.

Properties
**Total charge**: -1
**Spin multiplicity**: 1
**Energy above the lowest of the compared OMol25 structures with the same formula, charge and spin**: 43.7 kJ/mol
**E_LUMO**: 2.406 eV
**Kohn-Sham gap**: 6.14 eV



Entry 2:
DFT (wB97M-V/def2-TZVPD) results for a cluster of 2 separate species, C11H25N6O7P2S in total in a non-equilibrium geometry.

```
52
Properties=species:S:1:pos:R:3:forces:R:3
S -2.509593 -1.330762 4.932576 0.0 -0.1 -0.6
P 1.001192 -0.612559 1.104344 0.2 0.6 2.3
P -1.453331 -1.736300 3.372628 -0.8 0.6 4.1
O 2.650888 1.100789 -2.216772 0.1 0.0 0.1
O -3.274725 2.745916 -0.594574 -0.1 0.1 -0.1
O -1.760648 -3.258761 2.935261 0.6 1.1 -1.4
O -3.445561 1.085264 0.685631 0.1 -0.3 -0.6
O 0.078022 -1.636272 3.783233 -0.3 -0.4 -1.3
O 4.173122 2.026031 -0.990480 -0.2 -0.2 -0.1
O -2.333012 -0.781597 -3.314382 -1.6 -2.1 -0.2
N 3.419492 2.006622 -1.939457 0.1 0.2 -0.3
N -1.919790 -0.572069 2.105732 0.2 -2.0 -0.8
N -2.774904 -1.114902 -0.007707 1.0 1.8 -0.2
N -0.476813 -0.944085 0.155532 1.6 -0.1 -0.5
N -1.904124 1.437042 -3.344989 1.0 0.1 0.5
N -3.720125 1.674771 -0.563016 0.0 0.2 -0.3
C -3.428039 -0.684652 2.143415 -1.2 1.1 -2.0
C -1.619271 -0.882833 0.757401 -1.0 -0.6 0.0
C 1.725547 1.037415 0.688369 -0.4 0.7 0.6
C -1.611847 0.089228 -3.002241 1.1 1.9 0.4
C -3.756281 -0.283457 0.690989 -0.1 -1.5 1.5
C -0.334477 -1.321173 -1.278348 0.3 0.0 -0.5
C 3.268040 -1.879941 -0.181460 -0.4 -0.8 0.7
C 3.437181 3.192091 -2.839688 -0.1 0.1 -0.2
C -0.284132 -0.157262 -2.269581 -0.3 0.1 -0.2
C 2.220557 -1.988491 0.968211 0.2 0.5 -1.7
C 1.461703 1.998279 1.911656 -0.4 -0.6 -0.7
H 0.450229 -0.434043 -3.028060 0.0 0.1 -0.1
H 3.395327 -0.860455 -0.527525 0.1 0.0 -0.2
H 0.628907 -1.820056 -1.338997 0.0 -0.1 0.2
H 2.718833 3.032575 -3.635374 0.0 -0.1 0.0
H 3.171455 4.059857 -2.242238 0.1 0.0 0.0
H 0.415167 -0.747555 3.579618 0.2 -0.1 -0.1
H -2.999172 -2.095698 -0.124355 -0.2 0.1 -0.4
H 2.391625 2.395888 2.303138 0.0 0.0 0.1
H -1.060946 1.994271 -3.232856 -0.1 0.1 -0.1
H 0.809025 2.807533 1.593757 0.1 0.2 0.1
H 0.064076 0.783193 -1.850284 0.2 -0.2 0.3
H -4.748284 -0.567277 0.355139 -0.2 0.4 0.0
H 4.443698 3.284505 -3.237196 0.0 0.1 0.1
H -3.775296 -1.713770 2.180223 0.0 -0.1 0.9
H 2.982421 -2.558700 -0.982483 0.0 0.3 -0.3
H 2.754542 -2.005839 1.915778 -0.4 0.2 0.3
H -3.959771 0.013034 2.772073 0.5 -0.2 0.8
H -1.732009 -3.367653 1.969073 0.2 -0.5 0.2
H 2.802269 0.997263 0.552368 0.0 -0.5 -0.3
H 1.285314 1.529699 -0.173569 0.1 -0.4 -0.3
H -2.565350 1.844239 -2.693409 -0.5 -0.1 -0.4
H 0.911979 1.448109 2.670169 0.2 0.2 0.4
H -1.073711 -2.044451 -1.615473 -0.2 0.1 0.2
H 1.651563 -2.917275 0.894972 0.0 0.0 0.2
H 4.209035 -2.265727 0.203228 0.2 0.2 -0.1
```
Positions in Å, forces in eV/Å.

Properties
**Total charge**: +1
**Spin multiplicity**: 1
**E_LUMO**: -3.861 eV
**Kohn-Sham gap**: 7.63 eV



Entry 3:
DFT (wB97M-V/def2-TZVPD) results for a structure of composition C11H26AgF6N2O9S2 in a non-equilibrium geometry.

```
57
Properties=species:S:1:pos:R:3:forces:R:3
Ag -1.590790 -0.087292 -0.021995 0.2 0.5 -0.2
S -4.108558 1.377007 -1.735532 0.9 0.9 -0.5
S -4.795323 0.807300 0.824435 0.7 -1.5 -0.2
F -6.493373 0.504485 -2.443766 0.0 0.0 -0.2
F -3.212247 1.656191 2.736706 0.1 0.2 0.2
F -5.207675 -1.078862 -1.738916 0.1 0.1 0.1
F -3.763984 3.195346 1.307142 0.1 0.0 0.2
F -4.876906 -0.248419 -3.686427 -0.1 0.2 -0.1
F -5.182401 2.545747 2.798151 -0.1 -0.1 0.1
O -0.929891 0.261197 2.295999 0.4 -0.3 0.5
O -6.093642 1.145198 0.347016 -0.1 0.6 0.0
O -4.680816 -0.398158 1.591508 0.3 0.1 0.4
O -4.862384 2.584305 -1.639585 -0.5 -0.1 0.2
O -1.762056 -2.205449 0.880925 0.1 -0.9 0.5
O -2.990958 1.446202 -2.627821 0.4 -0.7 0.0
O 0.828597 -0.744533 -0.357662 -2.6 -0.2 -0.3
O -0.728996 2.201084 0.033295 0.4 0.4 0.1
O -1.962211 -1.332608 -2.052599 0.0 -0.5 -0.4
N 2.061380 -0.699345 -0.276192 1.1 0.4 -0.3
N -3.626164 0.749100 -0.331426 -2.1 1.0 0.4
C 4.865059 -0.715289 -0.147683 0.8 -0.4 0.7
C 2.709512 0.417041 -0.991018 1.8 0.2 -0.2
C 2.689627 -0.461260 2.157473 -0.3 1.1 0.3
C 4.133910 -0.064635 -1.309500 1.4 0.6 0.4
C 2.105404 0.763262 -2.344664 -1.7 -1.3 0.4
C -5.246437 0.060553 -2.443261 -0.1 -0.1 0.2
C 2.746450 1.661459 -0.080995 0.5 0.5 0.2
C 1.902481 -2.612620 1.252684 -1.7 0.1 -0.3
C 4.084488 -1.811825 0.574718 -0.2 0.9 -0.9
C 2.647511 -1.331772 0.906378 2.0 -1.6 1.1
C -4.209166 2.141096 1.999614 -0.1 0.0 -0.8
H 2.589306 1.605492 -2.824189 0.1 0.1 0.2
H 3.763442 1.794447 0.296835 -0.1 0.1 0.0
H -1.994873 -2.316641 1.808685 -0.3 0.1 0.0
H 3.482722 0.289066 2.181860 0.0 -0.1 -0.4
H 0.059027 2.325187 -0.505144 0.0 0.0 -0.1
H 3.987423 -2.674370 -0.087302 0.1 -0.1 0.1
H 2.494773 2.587208 -0.603849 0.0 -0.2 -0.2
H 4.610835 -2.096981 1.483645 -0.1 -0.2 0.1
H -2.022556 -3.030744 0.461504 0.0 0.0 0.0
H 4.210445 -0.675576 -2.210329 -0.6 -0.3 0.1
H -1.011862 3.089779 0.272992 -0.2 0.0 -0.1
H 5.829029 -1.119945 -0.475709 -0.2 -0.1 -0.3
H 2.116684 1.638859 0.802511 -0.3 -0.3 -0.2
H 5.216535 0.023346 0.583567 -0.5 0.2 0.0
H 1.026426 0.906104 -2.218166 0.1 0.5 -0.1
H -2.373540 -2.197908 -1.967965 -0.1 0.0 0.0
H 1.754773 0.098301 2.252724 -0.1 -0.1 0.1
H -1.573700 -1.329205 -2.933149 0.0 0.2 0.0
H -0.842832 1.006246 2.898322 -0.1 0.1 -0.1
H 0.839369 -2.405220 1.420947 0.1 0.1 0.0
H 2.140571 -0.110794 -2.999789 0.3 0.1 -0.1
H 1.914125 -3.320083 0.423175 0.2 -0.1 0.0
H -0.542606 -0.484620 2.765378 0.1 0.0 0.0
H 4.787746 0.782994 -1.552184 -0.5 0.3 -0.2
H 2.245850 -3.086752 2.168828 0.5 0.1 -0.1
H 2.842446 -1.022696 3.079801 -0.1 -0.4 -0.2
```
Positions in Å, forces in eV/Å.

Properties
**Spin multiplicity**: 2
**Energy above the lowest of the compared OMol25 structures with the same formula, charge and spin**: 51.0 kJ/mol
**E_LUMO (alpha / beta)**: -0.107 / -0.118 eV
**Kohn-Sham gap (alpha / beta)**: 8.28 / 8.61 eV



Entry 4:
DFT (wB97M-V/def2-TZVPD) results for the ion C11H26B2BrNO6PS with charge -1 in a non-equilibrium geometry.

```
49
Properties=species:S:1:pos:R:3:forces:R:3
Br -2.164721 -1.748394 2.994865 0.2 0.4 -0.3
S -4.407413 -0.267021 -1.064982 -0.7 -0.3 0.9
P -2.457046 0.521841 2.662170 0.5 1.5 2.8
O -1.714278 -0.200336 0.123169 1.7 0.4 -1.9
O -1.119661 -1.697304 -2.302314 2.6 2.3 0.8
O -2.007058 2.168307 0.253351 2.6 -1.1 -1.4
O -0.515474 0.529949 -3.326925 1.8 -1.6 2.3
O -0.987084 1.239905 3.325413 0.6 -2.6 -1.4
O 0.566057 -0.327146 0.314303 1.3 0.5 -2.7
N 1.730030 3.954294 0.841571 1.2 -0.9 0.1
C 3.002736 -0.853169 0.697202 -0.3 0.5 -2.0
C 5.393887 -1.896745 1.111418 -0.6 -0.1 0.1
C 1.777700 -0.701922 -0.430539 0.9 -0.7 2.0
C 4.109858 -1.894525 0.058667 -0.4 0.8 0.9
C -0.611832 1.870547 -0.199586 1.3 0.8 2.7
C -4.655393 -1.970351 -0.253787 0.3 -0.4 0.9
C 0.191688 2.995241 -1.080337 0.1 0.0 0.4
C 1.710459 3.117327 -0.424336 -0.3 0.2 -0.5
C -0.460827 0.276546 -0.548148 -3.3 0.5 2.4
C -3.669781 -3.127521 -0.890666 0.4 0.9 -0.1
C -4.154816 0.921127 0.390005 -1.0 -0.3 1.2
B -2.538946 0.863903 0.754619 0.6 0.5 -2.0
B -0.693297 -0.270048 -2.080392 -0.3 -1.9 -1.7
H -4.792117 0.587077 1.340424 0.8 0.6 -2.2
H 6.382602 -1.553103 0.581302 -1.9 -1.0 1.1
H -0.199261 0.654708 3.041416 -1.7 1.4 0.4
H -4.042728 -4.237050 -0.666601 0.7 2.5 -0.5
H 0.342445 2.729316 -2.211601 -0.6 0.4 2.1
H 2.145990 2.064926 -0.146517 -0.9 1.7 -1.1
H -5.794223 -2.225588 -0.367213 2.3 0.3 0.3
H 2.582937 -1.170098 1.743352 0.8 0.5 -2.1
H -0.392267 4.031970 -0.994514 1.5 -2.3 -0.1
H 2.394804 3.666602 -1.205703 -1.2 -1.2 1.5
H 5.448742 -2.973924 1.587104 0.3 2.2 -1.0
H -4.352345 -1.821287 0.878476 -0.9 -0.4 -2.3
H -4.493826 2.025384 0.114418 0.7 -2.5 0.3
H -0.487165 -2.308870 -1.820535 -1.5 1.2 -0.4
H 2.746702 4.168103 1.058882 -1.6 -0.4 -0.4
H 1.425632 3.347050 1.637336 0.2 0.7 -0.9
H 2.159726 0.096255 -1.196141 -1.0 -1.5 1.1
H 3.493959 0.219444 0.753409 -0.9 -2.2 0.2
H -2.589688 -2.938360 -0.431915 -2.4 -0.5 -0.9
H 1.614754 -1.774378 -0.869100 0.3 2.0 0.3
H -3.561079 -2.921509 -2.051000 -0.3 -0.7 2.4
H 5.186129 -1.132741 2.002882 0.4 -1.7 -2.0
H 4.412423 -1.536094 -1.030365 -0.6 -0.7 2.3
H 3.585456 -2.941845 -0.040927 1.3 2.0 0.3
H 0.493472 0.502924 -3.475868 -2.3 0.2 0.3
H -0.035864 1.936583 0.844257 -0.9 -0.4 -2.1
```
Positions in Å, forces in eV/Å.

Properties
**Total charge**: -1
**Spin multiplicity**: 1
**Energy above the lowest of the compared OMol25 structures with the same formula, charge and spin**: 615.3 kJ/mol
**E_LUMO**: 2.357 eV
**Kohn-Sham gap**: 6.35 eV



Among the records above, which one has the highest spin multiplicity?
C11H26AgF6N2O9S2



Number 4 is which compound?
C11H26B2BrNO6PS



Look up the spin multiplicity of the third one.
2